[1]
The following is a quantum chemistry calculation of a gas-phase ion, C3H14N4O (charge +2) in a non-equilibrium geometry, from OMol25.

Output
Total charge: +2
SMILES string: N[C@H]([NH3+])[C@@H](O)[C@@H](N)[NH3+]
Maximum force (eV/Å): 6.3
Electronic energy (eV): -11327.686

Last column: Löwdin charge in e.
CARTESIAN COORDINATES (ANGSTROEM)
C  0.092  -0.020  -0.472  -0.294
C  -1.152  -0.851  -0.123  -0.188
C  0.600  1.204  0.448  -0.304
N  -1.550  -1.740  -1.058  0.149
N  -0.319  2.143  0.666  0.130
N  -0.534  -1.917  1.098  0.178
N  1.728  1.837  -0.380  0.298
O  1.110  -0.697  -1.090  0.035
H  -0.406  0.554  -1.193  0.142
H  -1.920  -0.407  0.339  0.124
H  1.181  0.879  1.247  0.147
H  -0.831  -1.934  -1.676  0.091
H  -2.524  -1.930  -1.294  0.159
H  -0.053  2.892  1.396  0.190
H  -1.007  2.392  0.077  0.075
H  0.083  -1.654  1.865  0.136
H  -0.166  -2.811  0.809  0.131
H  -1.329  -2.284  1.769  0.210
H  1.311  2.188  -1.166  0.141
H  2.069  2.567  0.138  0.146
H  2.404  1.227  -0.683  0.136
H  1.213  -1.637  -0.716  0.167


[2]
The following is a quantum chemistry calculation of C2BrClF4 in the gas phase in a non-equilibrium geometry, from OMol25.

Output
Maximum force (eV/Å): 2.8
Electronic energy (eV): -95505.208

Last column: Löwdin charge in e.
CARTESIAN COORDINATES (ANGSTROEM)
C  0.911  0.325  -0.122  -0.738
C  -0.271  -0.593  -0.299  -0.957
F  1.236  0.509  1.210  0.104
F  2.046  -0.232  -0.635  0.098
F  0.747  1.478  -0.712  0.140
F  -2.777  0.540  1.252  -0.595
Cl  -0.037  -2.294  -0.137  0.717
Br  -1.855  0.267  -0.555  1.231


Q: Which formula does entry 1 have?
A: C3H14N4O


Q: The lowest maximum force belongs to which entry?
A: C2BrClF4


Q: Which value of electronic energy does entry 2 give?
A: -95505.208 eV


Q: Look up the maximum force of the first one.
A: 6.3 eV/Å